(1)
{
  "formula": "C17H34NO3Rb",
  "method": "ωB97M-V/def2-TZVPD",
  "symbols": ["C", "H", "H", "Rb", "H", "H", "H", "C", "H", "H", "C", "H", "H", "H", "C", "O", "H", "H", "C", "H", "C", "H", "H", "H", "H", "C", "H", "C", "H", "C", "C", "O", "H", "H", "C", "H", "H", "H", "O", "H", "H", "N", "H", "C", "C", "C", "C", "H", "H", "C", "H", "H", "H", "H", "H", "C"],
  "xyz": [[3.696, 17.104, -20.470], [3.182, 13.353, -23.990], [5.368, 15.916, -28.007], [5.976, 17.981, -22.531], [4.513, 16.372, -21.923], [2.187, 17.693, -19.000], [2.080, 13.608, -26.295], [3.031, 14.363, -24.371], [2.785, 16.402, -22.428], [8.903, 15.363, -19.361], [3.375, 19.321, -19.687], [5.074, 15.294, -21.041], [4.645, 18.458, -26.839], [5.273, 13.688, -23.111], [4.190, 16.440, -26.282], [4.431, 18.100, -21.219], [6.815, 13.723, -19.707], [4.278, 16.270, -20.078], [2.950, 14.131, -25.898], [5.792, 14.887, -26.685], [8.061, 16.521, -21.040], [7.920, 17.310, -20.301], [2.977, 18.220, -26.308], [6.236, 14.417, -22.023], [6.314, 15.080, -23.331], [4.178, 15.333, -23.900], [4.767, 20.186, -21.157], [6.139, 15.154, -21.225], [2.054, 14.729, -24.055], [5.498, 14.516, -23.783], [4.672, 19.315, -20.508], [5.157, 17.564, -24.293], [3.053, 15.361, -27.742], [8.886, 14.605, -20.876], [8.291, 15.279, -20.259], [3.448, 17.693, -27.953], [2.863, 16.691, -21.039], [3.883, 13.626, -26.148], [6.724, 16.420, -21.616], [2.537, 19.539, -20.349], [6.456, 15.423, -19.207], [4.227, 16.550, -24.776], [3.839, 17.734, -18.372], [3.777, 17.803, -26.920], [3.011, 15.530, -26.665], [5.442, 15.892, -26.920], [6.891, 14.778, -19.971], [3.481, 20.043, -18.877], [2.068, 16.059, -26.528], [3.222, 17.928, -19.249], [5.835, 14.111, -24.738], [5.547, 19.232, -19.863], [8.942, 16.746, -21.641], [6.332, 16.472, -26.673], [3.458, 14.966, -21.815], [3.713, 15.830, -22.427]],
  "atomic_forces_ev_per_a": [[-1.4, 2.7, 3.7], [0.0, 0.1, 0.7], [-0.1, 0.1, -0.2], [6.8, 11.8, -4.7], [-1.2, -0.7, -1.7], [0.0, -0.1, 0.2], [0.1, -0.3, 0.5], [-0.2, 0.0, -1.2], [0.4, 0.0, -1.6], [-0.1, 0.5, 0.1], [0.7, 2.0, 0.0], [1.3, -0.6, 0.2], [-0.1, 0.3, -0.2], [0.0, -0.4, -0.3], [-1.3, -0.7, 1.0], [-5.4, -0.5, 4.2], [0.0, 0.1, 0.1], [0.3, 0.4, -0.1], [1.3, 2.6, -0.6], [-0.7, -0.3, 0.3], [-0.6, 0.9, 1.8], [0.4, 0.6, -0.1], [0.0, 0.0, -0.1], [0.4, 0.3, 1.5], [-0.2, 0.2, -1.3], [-0.8, 0.8, -0.1], [0.0, -0.4, -0.3], [1.1, -1.3, 1.4], [0.0, 0.1, 0.3], [-0.6, 0.2, -0.8], [-2.1, -0.8, 1.1], [-4.1, -3.8, -7.0], [0.2, -0.2, -0.1], [-0.3, -0.5, -0.2], [0.7, -1.6, 0.2], [0.1, -0.1, 0.0], [0.2, 1.1, 1.3], [-0.2, -0.5, -0.4], [4.7, -9.4, 4.4], [0.1, 0.6, 0.0], [0.1, -0.3, 0.6], [-0.6, 0.6, -0.6], [0.0, -0.1, 0.1], [1.1, -0.3, 1.2], [-0.3, -1.4, 0.8], [1.5, 0.2, -0.5], [-0.2, 0.3, 0.0], [-0.5, 0.1, 0.1], [-0.1, 0.1, 0.4], [-0.3, -1.4, 0.6], [-0.2, 0.1, -0.1], [0.2, -0.1, 0.1], [-0.7, 0.1, -0.9], [-0.1, 0.5, 0.1], [0.2, -0.4, 0.0], [0.6, -1.5, -3.8]],
  "e_tot_ev": -26454.8311,
  "spin_multiplicity": 1,
  "e_above_lowest_kj_mol": 1043.0,
  "homo_lumo_gap_ev": 5.36
}

(2)
{
  "formula": "C2H6N4",
  "method": "ωB97M-V/def2-TZVPD",
  "symbols": ["H", "N", "H", "C", "H", "H", "N", "N", "N", "C", "H", "H"],
  "xyz": [[-2.029, -1.857, -0.259], [0.992, -0.209, 0.263], [-0.293, -1.379, 0.275], [-1.014, 1.039, 0.040], [2.642, -1.112, 0.361], [2.953, 0.405, -0.095], [-1.371, -1.153, -0.036], [2.324, -0.406, -0.240], [-1.848, 0.045, -0.062], [0.421, 0.978, 0.087], [0.958, 1.858, -0.377], [-1.358, 2.047, -0.144]],
  "atomic_forces_ev_per_a": [[-0.5, -0.6, -0.1], [0.4, 2.4, -1.1], [-3.1, 1.1, -1.1], [0.1, 0.8, 0.3], [1.0, -1.3, 0.7], [-0.7, -0.3, -0.1], [3.1, -1.9, 1.5], [-1.0, 1.7, 0.4], [0.5, 1.5, -0.5], [1.3, -2.4, -1.0], [-0.2, -0.9, 0.8], [-0.7, -0.1, 0.3]],
  "e_tot_ev": -8128.6664,
  "spin_multiplicity": 1,
  "smiles": "N/N=C\\C=N\\N",
  "e_above_lowest_kj_mol": 330.6,
  "homo_lumo_gap_ev": 8.73
}

(3)
{
  "formula": "C5H8O",
  "method": "ωB97M-V/def2-TZVPD",
  "symbols": ["C", "H", "H", "O", "H", "H", "C", "C", "H", "H", "H", "C", "H", "C"],
  "xyz": [[1.292, -0.683, 0.162], [-2.125, 0.970, -0.277], [-0.530, -0.752, -1.493], [0.092, -1.338, 0.434], [-0.191, 2.426, 0.267], [1.939, -0.989, 0.983], [-0.063, 1.339, 0.208], [-0.914, -0.940, -0.465], [-1.596, 0.286, 1.272], [2.070, 1.410, -0.006], [-1.471, -1.896, -0.616], [1.157, 0.817, 0.111], [1.655, -1.085, -0.794], [-1.314, 0.433, 0.213]],
  "atomic_forces_ev_per_a": [[0.5, -0.1, 0.0], [-0.1, 0.0, -0.1], [0.2, 0.2, 0.5], [0.5, -0.8, -0.1], [-0.1, -0.4, -0.1], [0.4, 0.1, -0.2], [0.0, -0.3, -0.2], [0.2, 0.5, 0.3], [-0.1, -0.3, -0.6], [-0.4, -0.1, 0.2], [-0.9, 1.4, 0.6], [-0.4, -0.2, 0.0], [0.5, 0.2, 0.1], [-0.2, -0.2, -0.4]],
  "e_tot_ev": -7360.5744,
  "spin_multiplicity": 1,
  "smiles": "C1=CCOCC1",
  "e_above_lowest_kj_mol": 162.2,
  "homo_lumo_gap_ev": 10.47
}

(4)
{
  "formula": "C4H20N2O6",
  "method": "ωB97M-V/def2-TZVPD",
  "symbols": ["C", "H", "H", "N", "H", "C", "C", "H", "H", "H", "H", "H", "H", "O", "H", "O", "H", "H", "H", "H", "H", "H", "H", "O", "O", "H", "H", "C", "N", "H", "O", "O"],
  "xyz": [[-1.233, 0.989, -2.712], [-0.505, -0.806, -0.725], [0.645, -0.986, 2.156], [0.654, 1.917, -1.392], [0.380, 3.976, 2.244], [-0.720, 1.392, -1.286], [1.689, 1.076, -1.737], [-0.866, 1.727, -3.385], [0.954, -4.071, 0.577], [2.520, 0.083, 2.682], [1.088, 2.597, 2.210], [-2.294, 0.805, -2.684], [3.509, 0.438, 1.685], [1.639, -0.071, -2.082], [1.208, -2.266, 2.537], [0.465, -3.597, 1.261], [2.651, 1.640, -1.672], [-0.143, 0.506, 0.474], [-2.948, 0.192, -0.352], [-0.825, 0.050, -3.071], [-1.596, -3.594, -1.306], [-0.411, -3.708, 0.874], [-2.531, -3.339, 0.012], [1.381, -1.269, 2.710], [-1.930, -3.899, -0.471], [-1.520, 2.227, -1.014], [0.708, 2.913, -1.334], [-0.900, 0.140, -0.244], [-2.199, 0.144, 0.362], [-2.331, 1.005, 0.826], [3.221, 0.757, 2.550], [0.240, 3.032, 2.308]],
  "atomic_forces_ev_per_a": [[0.8, -0.9, 1.2], [-0.9, 1.0, 0.6], [-0.1, 0.7, 0.0], [-1.4, -1.7, 0.4], [0.3, 0.1, 0.0], [-2.3, -0.7, -1.1], [0.6, 2.5, 0.2], [-0.5, 0.8, -0.8], [0.6, 0.1, 0.3], [0.2, 0.2, 0.6], [0.4, 0.0, 0.1], [-0.6, 0.6, -0.3], [0.4, 0.4, 0.0], [-0.5, -0.7, 0.2], [0.9, 1.9, 0.5], [0.1, -0.4, -0.5], [-0.2, -0.3, -0.1], [-0.4, -0.9, 0.4], [0.7, -0.5, 0.3], [0.4, -0.2, 0.2], [-0.4, 0.9, -0.3], [-0.6, 0.2, 0.2], [-0.2, 0.8, -0.5], [-1.1, -2.7, -0.7], [0.6, -1.6, 0.9], [2.2, -1.3, 0.1], [0.8, 0.2, 0.1], [2.2, 2.5, -1.3], [-1.1, -1.4, -1.2], [0.1, 1.0, 1.0], [-0.5, -0.4, -0.6], [-0.6, -0.3, -0.1]],
  "e_tot_ev": -19737.1437,
  "spin_multiplicity": 1,
  "smiles": "C[C@@H](CN)NC=O.O.O.O.O.O",
  "e_above_lowest_kj_mol": 252.4,
  "homo_lumo_gap_ev": 9.72
}

(5)
{
  "formula": "C5H5NOS",
  "method": "ωB97M-V/def2-TZVPD",
  "symbols": ["H", "C", "H", "N", "H", "C", "C", "O", "C", "C", "H", "S", "H"],
  "xyz": [[2.556, -1.131, -0.039], [0.632, -0.016, -0.025], [-2.367, -0.825, -0.534], [-2.374, 1.944, -0.101], [0.847, 2.051, 0.147], [2.135, -0.103, 0.004], [0.109, 1.230, 0.037], [2.854, 0.863, 0.086], [-1.855, -1.350, 0.219], [-1.265, 1.603, -0.037], [-2.271, -2.368, 0.300], [-0.097, -1.599, -0.138], [-1.971, -0.833, 1.162]],
  "atomic_forces_ev_per_a": [[-0.1, 0.2, 0.0], [-0.5, 0.5, 0.0], [-0.5, 0.6, -1.0], [1.3, -0.4, 0.1], [-0.6, -0.5, -0.1], [0.5, 0.2, 0.1], [0.8, 0.0, 0.1], [-0.4, -0.5, -0.1], [0.6, -1.1, 0.8], [-1.2, 0.3, 0.0], [0.2, 0.4, 0.0], [-0.1, 0.3, 0.0], [0.0, 0.0, 0.2]],
  "e_tot_ev": -19637.4451,
  "spin_multiplicity": 1,
  "smiles": "CS/C(C=O)=C\\C#N",
  "e_above_lowest_kj_mol": 149.2,
  "homo_lumo_gap_ev": 8.28
}

(6)
{
  "formula": "C13H20N2O4S",
  "method": "ωB97M-V/def2-TZVPD",
  "symbols": ["H", "O", "C", "N", "C", "H", "O", "S", "C", "H", "H", "O", "C", "H", "H", "H", "C", "H", "C", "C", "H", "H", "C", "H", "H", "C", "C", "H", "H", "N", "H", "H", "H", "C", "H", "O", "C", "H", "H", "C"],
  "xyz": [[-0.471, 0.989, -2.112], [0.735, -3.170, 1.074], [0.267, -2.152, 0.389], [-1.258, 0.251, -0.363], [-3.203, 1.553, 0.578], [4.254, -1.613, -0.043], [-3.156, 1.944, -1.510], [-2.869, 0.031, 1.824], [0.680, -1.438, -0.673], [5.181, 1.920, 0.839], [4.629, 0.148, -0.762], [-3.988, -0.116, -1.182], [3.130, -0.046, 0.762], [4.602, 2.863, -0.228], [2.115, -2.812, -0.877], [-4.336, 1.853, 1.176], [-3.480, 0.982, -0.660], [2.316, -0.660, 1.116], [3.460, 2.500, 1.197], [3.817, -0.794, -0.574], [2.782, 3.453, 0.920], [-1.078, -2.251, 2.108], [1.751, -1.856, -1.572], [5.182, 3.573, 1.035], [-3.197, 1.637, -2.511], [-0.163, -0.096, -0.982], [-1.453, -0.679, 0.694], [3.755, 0.005, 1.490], [1.474, -1.998, -2.500], [-0.800, -1.504, 1.259], [2.404, -0.042, -1.841], [-2.567, 2.410, 0.448], [1.445, 1.360, 0.979], [4.738, 2.676, 0.663], [2.382, 1.458, -0.532], [0.227, 0.457, -2.109], [2.647, 1.477, 0.532], [3.453, 2.516, 2.307], [3.560, -1.198, -2.577], [2.871, -0.939, -1.609]],
  "atomic_forces_ev_per_a": [[-4.6, 5.2, -2.0], [-1.3, 2.6, -3.1], [1.7, -3.5, 5.9], [1.4, -3.0, 1.9], [-4.1, -1.3, 7.4], [0.6, -1.0, -0.7], [0.5, 0.6, -4.4], [1.4, 1.4, -3.0], [-3.5, 4.8, -1.3], [6.9, -9.6, 1.9], [-1.7, -3.1, -0.2], [2.2, 4.7, 3.7], [-3.4, 0.4, -5.6], [-0.6, 1.3, -9.5], [-0.8, 1.5, -2.7], [3.3, -0.5, -2.1], [-3.4, -5.5, -7.3], [-0.3, -0.1, 0.0], [-6.2, 3.8, 1.5], [2.1, 5.8, 5.7], [1.5, -1.3, 0.9], [0.9, 2.8, -2.8], [2.0, -3.3, 7.3], [0.8, 0.4, 0.7], [-0.4, 0.5, 3.1], [3.6, -7.2, 1.0], [-7.4, 10.0, -0.4], [4.5, -0.1, 4.6], [-1.7, -1.6, -4.6], [4.1, -8.3, 1.8], [-0.1, 2.2, -0.6], [0.5, -0.1, 0.9], [3.2, 1.0, -0.8], [-1.8, 8.0, 4.5], [0.7, 1.3, 0.0], [3.2, -2.4, 0.9], [-4.7, -5.5, 1.1], [-0.3, -0.7, -0.6], [-1.8, 0.5, 1.7], [2.7, -0.7, -5.1]],
  "e_tot_ev": -35800.1081,
  "spin_multiplicity": 1,
  "smiles": "CCCCCCCc1c(O)nc(SCC(=O)O)[nH]c1=O",
  "e_above_lowest_kj_mol": 1213.6,
  "homo_lumo_gap_ev": 8.00
}

(7)
{
  "formula": "C28H48BrN3P2PdS",
  "method": "ωB97M-V/def2-TZVPD",
  "symbols": ["H", "N", "H", "H", "H", "H", "C", "H", "H", "C", "C", "C", "C", "H", "H", "H", "C", "H", "H", "C", "H", "H", "H", "H", "N", "C", "C", "P", "H", "C", "C", "P", "Pd", "H", "Br", "C", "H", "H", "C", "C", "H", "H", "H", "N", "H", "H", "H", "H", "H", "S", "H", "C", "H", "H", "H", "H", "C", "C", "H", "H", "C", "H", "C", "C", "H", "C", "H", "C", "H", "H", "H", "C", "C", "H", "H", "C", "C", "H", "H", "H", "C", "H", "H", "C"],
  "xyz": [[-5.864, 3.608, -0.828], [0.146, -1.401, 4.311], [0.730, -1.815, 3.586], [-6.359, 2.733, 0.622], [-3.759, 2.749, 0.002], [-2.931, 4.644, 3.811], [0.589, -4.307, -3.551], [-2.032, 0.136, 6.741], [-0.462, 0.469, 5.955], [0.298, -7.834, -4.408], [4.481, 1.797, 1.486], [1.589, -7.199, -6.743], [0.583, -3.747, -1.113], [-2.835, -0.233, 4.293], [-1.105, 5.062, 1.376], [-1.299, 6.707, -1.068], [3.179, -0.070, -0.630], [0.790, -4.789, -0.865], [-6.198, 4.493, 0.668], [0.223, -1.469, -0.438], [-4.234, 3.000, 1.703], [2.063, -5.291, -5.852], [-1.307, 5.338, 3.757], [-0.456, -1.669, 6.314], [-1.940, -0.454, 4.741], [2.961, 1.919, 1.520], [3.588, -1.284, 0.209], [-3.426, 5.040, 0.689], [2.126, -6.991, -7.671], [-2.029, 4.674, 1.828], [0.417, -1.838, 5.684], [1.987, 1.008, 0.241], [0.105, -0.021, 1.016], [0.671, -2.904, 5.699], [-0.268, 1.949, 2.491], [1.882, 2.115, -2.419], [-0.194, -9.650, -5.485], [2.551, 1.598, 2.488], [0.321, -8.689, -5.519], [-2.549, 4.923, -0.935], [2.666, 2.971, 1.399], [0.431, 2.445, -0.822], [4.824, 0.788, 1.733], [0.968, -8.371, -6.637], [2.917, 2.421, -2.615], [-3.018, 7.013, -1.357], [4.906, 2.475, 2.235], [1.988, 3.238, -0.566], [0.040, -1.715, -3.815], [-1.547, -1.222, 2.253], [1.751, 1.081, -2.756], [0.444, -2.793, -0.092], [-2.038, 6.213, -2.591], [-0.239, -0.030, -1.975], [1.231, 2.745, -3.038], [1.269, -1.277, 6.082], [-4.305, 3.411, 0.687], [0.449, -3.361, -2.467], [-1.935, 3.577, 1.877], [-1.881, 1.488, 5.603], [0.921, -6.573, -4.500], [-3.229, 4.378, -1.603], [0.024, -1.063, -1.755], [-1.061, -1.004, 3.880], [4.050, 0.549, -0.894], [-2.208, 6.294, -1.514], [0.416, -3.916, -4.558], [0.855, -5.633, -3.385], [2.716, -0.386, -1.574], [2.836, -1.517, 0.973], [-0.242, -8.130, -3.515], [1.568, -6.246, -5.710], [-5.763, 3.575, 0.261], [4.553, -1.120, 0.706], [0.975, -6.058, -2.384], [1.516, 2.323, -0.951], [0.159, -2.013, -2.770], [-2.687, 6.270, 3.146], [4.902, 2.086, 0.517], [-1.645, 4.319, -0.780], [-2.255, 5.266, 3.215], [0.509, -3.089, 0.953], [3.680, -2.181, -0.420], [-1.546, 0.465, 5.817]],
  "atomic_forces_ev_per_a": [[0.0, 0.1, 0.1], [-1.0, -0.4, -1.1], [-0.1, 0.3, 0.3], [0.0, 0.1, -0.1], [0.2, 0.3, 0.1], [0.0, 0.1, -0.1], [-0.1, 0.6, 0.3], [0.2, 0.1, -0.1], [-0.3, 0.1, -0.1], [0.6, 0.5, -0.7], [0.2, -0.1, -0.1], [0.6, 0.0, -1.5], [0.0, 0.5, 2.0], [0.3, -0.2, 0.5], [-0.3, 0.1, 0.0], [-0.1, 0.0, 0.0], [-0.1, 0.0, -0.1], [-0.1, 0.4, 0.1], [0.0, -0.2, 0.0], [0.0, 2.0, 1.8], [0.0, 0.2, -0.2], [0.1, -0.3, -0.2], [-0.2, 0.0, 0.0], [0.2, -0.2, -0.2], [0.2, 0.3, -1.9], [-0.5, -0.2, 0.6], [0.3, -0.4, 0.0], [2.3, -3.3, -0.8], [-0.1, -0.1, 0.1], [-0.1, 1.1, 0.5], [0.4, 0.0, 0.6], [1.1, 0.5, -0.7], [-0.2, -0.9, 0.2], [-0.1, 0.2, -0.1], [0.1, -0.4, 0.0], [0.0, 0.2, -0.3], [0.0, 0.1, 0.0], [0.3, 0.2, -0.2], [-0.4, -1.6, -0.3], [-0.9, 0.9, -0.5], [0.0, -0.3, 0.1], [0.2, 0.1, -0.1], [-0.1, 0.2, -0.1], [-0.1, 2.8, 3.2], [-0.3, -0.2, 0.0], [0.1, -0.1, -0.1], [-0.1, -0.1, -0.1], [-0.2, -0.2, -0.2], [0.0, -0.1, 0.3], [-0.2, 0.0, -1.1], [0.0, 0.2, 0.0], [0.3, -2.4, -1.2], [0.0, 0.1, 0.2], [0.1, -0.3, -0.1], [0.2, -0.1, 0.1], [-0.2, -0.1, 0.0], [-1.0, 0.6, 0.6], [0.3, -0.7, -0.8], [-0.4, 0.4, -0.4], [0.1, -0.4, -0.2], [0.0, -0.6, -1.0], [0.1, 0.2, 0.1], [-0.1, -1.1, -2.0], [0.7, 0.4, 2.4], [-0.3, -0.2, 0.0], [0.3, 0.3, -0.3], [0.1, -0.1, 0.3], [-0.1, 0.0, 0.4], [0.1, 0.1, 0.3], [0.2, 0.0, 0.0], [0.0, -0.2, -0.2], [-0.6, -0.9, 0.3], [-0.4, -0.2, -0.1], [-0.4, -0.1, -0.1], [-0.1, 0.1, -0.4], [-0.3, 0.2, 0.2], [-0.4, 1.8, 0.3], [0.2, -0.1, 0.2], [-0.1, 0.0, 0.2], [-0.3, 0.0, 0.3], [0.2, 0.0, 0.5], [0.1, -0.1, -0.3], [0.1, 0.3, 0.2], [-0.1, 0.1, 0.8]],
  "e_tot_ev": -137178.4314,
  "charge": 4,
  "spin_multiplicity": 5,
  "e_above_lowest_kj_mol": 0.0,
  "homo_lumo_gap_ev": [7.72, 4.82]
}